Entry from the Open Molecules 2025 dataset: a cluster of 2 separate species, C8H9IN2S in total in a non-equilibrium geometry (ωB97M-V/def2-TZVPD).

Atoms and positions in Å:
C 2.604 0.922 0.943
C 2.013 1.882 0.171
C 2.199 -0.398 0.845
C 0.967 1.497 -0.677
C 1.162 -0.804 -0.027
C 0.519 0.203 -0.727
C -1.782 -1.930 1.380
C -0.740 -0.038 -1.413
N -3.848 -1.027 1.764
N -2.913 -1.680 1.452
S -0.340 -0.100 -3.161
I -2.435 1.298 -0.777
H 3.286 1.190 1.850
H 2.518 2.845 0.186
H 2.674 -1.096 1.420
H 0.310 2.251 -1.055
H 0.777 -1.765 -0.089
H -1.153 -2.827 1.457
H -4.386 -0.630 1.048
H -1.118 -1.010 -1.164
H -0.316 1.216 -3.425

Results
HOMO   -0.3218 hartree
Relative energy (zero: lowest compared OMol25 entry of this formula, charge and spin)   0.0 kcal per mole
Kohn-Sham gap   0.3135 Eh

***

Entry from the Open Molecules 2025 dataset: a structure of composition C17H16N6O5SSbSe4Tb in a non-equilibrium geometry (ωB97M-V/def2-TZVPD).

Atoms and positions in Å:
Tb 10.409 11.237 6.660
O 14.897 6.060 6.487
C 13.938 7.075 6.472
C 12.970 7.218 5.463
C 12.094 8.310 5.520
N 12.154 9.201 6.487
C 13.071 9.056 7.467
C 13.961 8.005 7.513
C 13.030 10.183 8.494
O 13.828 10.223 9.420
O 12.086 11.004 8.259
C 11.110 8.685 4.394
O 11.038 7.940 3.408
O 10.564 9.815 4.567
H 14.837 5.540 5.680
H 12.920 6.539 4.627
H 14.661 7.936 8.349
N 12.648 11.973 5.190
C 12.924 13.368 5.255
C 14.202 13.924 5.403
C 14.372 15.314 5.488
C 13.288 16.151 5.490
C 12.001 15.609 5.415
C 10.856 16.409 5.627
C 9.653 15.836 5.798
C 9.553 14.434 5.784
N 10.551 13.626 5.508
C 11.797 14.212 5.364
H 13.452 11.411 5.432
H 12.248 11.623 4.326
H 15.078 13.278 5.395
H 15.388 15.711 5.577
H 13.370 17.218 5.499
H 10.996 17.485 5.669
H 8.752 16.396 5.974
H 8.609 13.995 6.057
N 8.138 10.919 5.695
N 7.275 10.490 6.708
C 7.657 9.678 7.682
N 6.787 9.575 8.713
S 9.040 8.703 7.546
H 7.759 11.858 5.458
H 8.029 10.360 4.861
H 6.450 11.123 6.809
H 6.293 10.427 9.001
H 7.236 9.091 9.483
Se 5.348 13.033 6.310
Sb 6.183 13.865 8.575
Se 8.870 12.835 8.743
Se 7.059 16.204 8.611
Se 5.520 12.441 10.578

Results
HOMO (spin up / spin down)   -0.0542 / -0.0551 hartree
Spin multiplicity   7
Relative energy (zero: lowest compared OMol25 entry of this formula, charge and spin)   51.3 kcal per mole
Net charge   -2
Kohn-Sham gap (spin up / spin down)   0.1861 / 0.1870 Eh
⟨S²⟩   12.616

***

Entry from the Open Molecules 2025 dataset: an isolated molecule of C17H24ClNO3 (ωB97M-V/def2-TZVPD).

Atoms and positions in Å:
C 2.450 2.781 -1.484
C 0.941 2.949 -1.393
O 0.394 2.328 -0.227
C 0.121 1.023 -0.305
O 0.372 0.351 -1.271
C -0.515 0.493 0.978
C 0.625 0.156 1.972
C 1.717 -0.657 1.341
C 1.631 -2.041 1.246
C 2.623 -2.766 0.610
C 3.722 -2.127 0.062
C 3.816 -0.751 0.177
Cl 5.189 0.071 -0.485
C 2.830 -0.017 0.812
C -1.458 1.523 1.611
C -2.663 1.771 0.709
C -3.349 0.453 0.358
N -2.389 -0.411 -0.292
C -2.965 -1.568 -0.944
C -1.964 -2.190 -1.922
O -1.222 -3.200 -1.262
C -1.320 -0.759 0.620
H 2.932 3.179 -0.594
H 2.703 1.729 -1.588
H 2.821 3.318 -2.352
H 0.463 2.513 -2.277
H 0.669 4.003 -1.303
H 1.037 1.095 2.346
H 0.190 -0.391 2.812
H 0.785 -2.557 1.673
H 2.541 -3.839 0.537
H 4.496 -2.685 -0.440
H 2.929 1.054 0.896
H -1.800 1.129 2.572
H -0.928 2.458 1.794
H -3.371 2.436 1.206
H -2.333 2.247 -0.215
H -3.764 -0.007 1.276
H -4.177 0.640 -0.330
H -3.842 -1.233 -1.502
H -3.281 -2.346 -0.229
H -1.303 -1.396 -2.286
H -2.504 -2.630 -2.772
H -0.466 -3.433 -1.810
H -1.715 -1.216 1.547
H -0.671 -1.480 0.127

Results
HOMO   -0.3117 hartree
Relative energy (zero: lowest compared OMol25 entry of this formula, charge and spin)   0.0 kcal per mole
Kohn-Sham gap   0.3420 Eh

***

Entry from the Open Molecules 2025 dataset: an isolated molecule of CH5PS in a non-equilibrium geometry (ωB97M-V/def2-TZVPD).

Atoms and positions in Å:
C 1.040 0.272 0.056
P -0.337 -0.927 0.118
S -1.915 0.376 -0.030
H 1.559 0.334 0.982
H 0.734 1.388 -0.079
H 1.798 0.096 -0.719
H -0.215 -1.265 -1.214
H -2.664 -0.274 0.886

Results
HOMO   -0.3373 hartree
Relative energy (zero: lowest compared OMol25 entry of this formula, charge and spin)   0.0 kcal per mole
Kohn-Sham gap   0.3724 Eh

***

Entry from the Open Molecules 2025 dataset: a cluster of 2 separate species, C17H18BF3N2 in total in a non-equilibrium geometry (ωB97M-V/def2-TZVPD).

Atoms and positions in Å:
C 4.464 -0.205 0.378
N 3.344 0.026 -0.511
C 2.956 -0.804 -1.536
C 1.759 -0.323 -2.065
C 1.495 0.949 -1.462
C 2.466 1.102 -0.422
C 2.454 2.172 0.459
C 1.438 3.140 0.302
C 0.508 3.026 -0.738
B -0.687 4.235 -0.880
F -1.441 3.903 -2.002
F -1.372 4.091 0.330
F 0.026 5.424 -1.006
C 0.536 1.962 -1.641
H 4.492 0.595 1.122
H 4.353 -1.171 0.887
H 5.415 -0.214 -0.170
H 3.521 -1.694 -1.786
H 1.131 -0.790 -2.807
H 3.203 2.248 1.247
H 1.403 3.964 1.010
H -0.134 1.889 -2.495
C -1.057 -3.903 0.232
N -1.087 -2.446 0.084
C -2.119 -1.702 0.693
C -3.350 -2.308 1.014
C -4.370 -1.544 1.589
C -4.147 -0.196 1.900
C -2.914 0.402 1.596
C -1.906 -0.342 0.976
C -0.136 -1.879 -0.653
H -1.819 -4.196 0.952
H -1.244 -4.400 -0.728
H -0.076 -4.225 0.602
H -3.522 -3.363 0.797
H -5.334 -2.011 1.792
H -4.932 0.389 2.377
H -2.724 1.450 1.836
H -0.948 0.121 0.732
H -0.254 -0.828 -0.918
H 0.611 -2.544 -1.089

Results
HOMO   -0.2655 hartree
Kohn-Sham gap   0.1755 Eh

***

Entry from the Open Molecules 2025 dataset: an isolated molecule of C8H11N2O2PS in a non-equilibrium geometry (ωB97M-V/def2-TZVPD).

Atoms and positions in Å:
C 0.175 -4.285 0.674
C -0.597 -3.449 -0.142
C 1.270 -3.763 1.279
C -0.312 -2.078 -0.158
C 1.636 -2.418 1.218
C 0.841 -1.615 0.441
C 0.788 2.368 0.498
C -1.822 3.524 -0.313
N 0.109 2.395 -0.775
N -0.892 3.043 -1.237
O 3.018 0.813 1.487
O 1.149 -0.299 0.209
P 1.544 0.752 1.483
S 0.333 0.416 2.963
H -0.250 -5.212 1.001
H -1.528 -3.663 -0.480
H 1.908 -4.380 1.782
H -0.987 -1.482 -0.803
H 2.516 -2.249 1.809
H 1.897 2.711 0.467
H 0.130 2.927 1.211
H -2.025 2.964 0.692
H -1.676 4.551 0.113
H -2.791 3.534 -0.764
H 0.724 2.099 -1.553

Results
HOMO (spin up / spin down)   -0.3060 / -0.3059 hartree
Relative energy (zero: lowest compared OMol25 entry of this formula, charge and spin)   47.1 kcal per mole
Kohn-Sham gap (spin up / spin down)   0.2173 / 0.2171 Eh